A cluster of 9 separate species, C49H54F8O29 in total in a non-equilibrium geometry. Source: the OMol25 dataset; level of theory: ωB97M-V/def2-TZVPD.

Last column: Mulliken charge in e.
Positions of all 140 atoms, in Å:
F (12.013, -4.413, -2.661)  -0.29
C (-4.624, 2.007, -6.784)  -0.12
H (-7.586, 3.482, -2.722)  0.22
O (-9.852, 1.938, -2.298)  -0.31
H (5.860, -3.464, -1.810)  0.24
C (-2.185, 1.202, 3.739)  0.74
H (-3.958, -0.412, 5.162)  0.28
H (1.847, 1.862, 2.191)  0.03
O (9.916, -4.855, -3.309)  -0.30
O (-3.769, -6.020, 1.430)  -0.55
H (1.935, 2.754, -3.793)  -0.23
C (-8.677, 2.046, -1.526)  0.41
H (-5.598, 0.060, -6.637)  0.31
H (0.862, 0.189, -0.384)  0.30
O (5.285, 1.976, 5.051)  -0.33
C (3.051, 0.997, -1.397)  -0.21
C (-0.147, 2.230, 0.089)  -0.45
O (-2.806, -3.959, 1.248)  -0.26
C (-3.769, 0.877, -8.503)  0.59
H (0.722, 1.215, -5.410)  0.28
C (4.465, 2.014, 3.957)  0.48
H (2.156, -0.024, 1.884)  0.31
H (7.822, -2.611, 0.038)  0.29
C (-3.445, -0.574, 4.208)  -0.21
H (2.522, 3.688, -6.897)  0.29
H (-7.341, -6.885, 10.439)  0.28
H (-4.348, -4.897, 3.877)  0.05
O (-1.249, 1.984, 3.731)  -0.55
O (-3.602, -4.099, 6.427)  -0.32
H (3.469, 1.766, -2.209)  0.16
O (-5.545, -8.869, 9.705)  -0.29
H (-3.427, -1.646, 3.997)  -0.05
C (4.526, -1.381, -1.582)  -0.37
C (-4.188, -5.306, 5.996)  0.63
H (-5.829, -5.548, 4.615)  0.37
H (3.397, 2.333, -5.895)  0.25
C (5.169, -0.068, 4.079)  0.50
F (-8.847, 3.042, -0.628)  -0.28
H (3.856, 5.409, -5.960)  0.26
C (5.896, 5.804, -0.843)  0.35
O (7.161, 6.215, -0.557)  -0.54
H (6.037, -0.160, 3.419)  0.08
H (4.342, 6.761, -2.382)  0.32
O (-0.135, 0.206, -2.796)  -0.63
H (-4.516, 2.011, -5.696)  -0.01
O (2.398, 1.814, -0.364)  -0.08
C (5.476, 0.634, 0.202)  -0.18
C (-0.995, 2.245, -1.313)  0.49
O (4.203, 0.765, 3.478)  0.00
O (-8.083, 1.739, -3.691)  -0.22
H (-5.938, -5.803, 10.591)  0.27
F (-6.828, 1.471, -7.367)  -0.29
H (11.048, -3.296, -4.024)  0.29
O (-5.576, -8.616, 7.437)  -0.52
O (-3.407, 1.468, 3.197)  -0.35
C (-5.451, -7.901, 10.725)  0.29
C (4.848, 5.912, -3.050)  -0.45
H (0.298, 3.330, 0.218)  0.32
H (2.657, 5.612, -3.618)  0.22
H (-4.940, -2.513, 0.223)  0.26
H (-4.303, -2.898, -1.392)  0.31
H (-4.899, 3.014, -7.114)  0.24
C (3.953, 4.471, -5.232)  -0.53
O (4.026, 3.041, 3.467)  -0.49
C (-4.464, -3.123, 6.025)  0.73
C (8.715, -4.292, -2.995)  0.61
C (10.251, -3.012, -2.013)  -0.48
C (-6.276, -6.771, 10.211)  -0.40
O (8.870, -3.132, -2.286)  -0.19
H (-6.639, 2.057, -2.236)  0.20
O (5.667, 5.101, -2.118)  -0.25
F (-2.608, -1.799, 0.693)  -0.20
O (-2.135, -0.051, 4.285)  -0.34
C (3.650, 4.965, -3.699)  0.29
H (2.343, 0.271, -1.982)  0.16
C (-4.959, -4.907, 4.785)  -0.25
C (-2.839, -3.031, 0.188)  0.25
C (6.729, -0.404, 0.526)  -0.53
H (3.608, 3.998, -3.024)  -0.34
C (5.456, 0.611, 5.375)  -0.48
C (-5.580, 0.965, -7.255)  0.35
C (1.141, 1.214, 0.115)  0.09
C (10.867, -3.838, -3.090)  0.28
C (-9.429, 1.555, -3.535)  0.61
O (-2.977, 0.463, -9.333)  -0.54
F (-5.369, 0.391, 3.282)  -0.31
H (-4.400, -7.647, 10.897)  0.30
F (4.614, -1.283, 4.284)  -0.32
H (-4.801, -5.726, 6.800)  0.03
H (4.748, 0.334, 6.164)  0.29
H (-3.861, -0.208, 2.098)  0.04
F (-3.197, -6.169, 5.674)  -0.29
H (-2.380, 3.765, -5.132)  0.41
H (-2.067, -3.284, -0.547)  0.21
O (-6.084, -6.862, 8.814)  -0.31
O (-4.538, -4.503, -0.099)  -0.32
C (4.759, 6.121, 0.302)  -0.18
H (4.425, 7.260, 0.422)  0.24
H (-2.666, 3.628, -0.430)  0.35
H (6.471, 0.416, 5.731)  0.30
O (-4.448, 3.059, -2.925)  -0.48
C (-2.102, 3.140, -4.178)  -0.55
H (3.212, 5.486, 1.877)  0.23
C (1.401, 0.856, 1.728)  -0.49
O (-3.417, 1.622, -7.411)  -0.22
C (5.766, -2.406, -1.264)  -0.44
C (4.345, 0.130, -0.887)  0.45
C (-5.725, -8.157, 8.557)  0.66
O (-4.448, -1.979, 6.446)  -0.59
H (-8.491, 1.101, -1.004)  0.28
C (-4.042, 0.214, 3.092)  0.73
H (5.492, 6.475, -3.853)  0.27
C (6.918, -1.883, -0.187)  -0.37
C (-4.233, -3.142, -0.328)  -0.39
H (5.048, 4.063, -5.284)  0.24
H (-0.874, 2.093, 1.022)  -0.01
H (1.054, 4.345, -4.552)  0.25
C (-0.582, 1.460, -2.706)  0.62
C (0.309, 2.332, -5.342)  -0.73
F (-5.990, -8.417, 11.853)  -0.28
C (-2.282, 3.047, -1.382)  -0.65
C (-0.813, 2.341, -4.109)  0.44
C (1.554, 3.298, -4.783)  0.12
O (-5.112, 0.648, -8.546)  -0.31
H (10.570, -1.967, -2.057)  0.31
C (-7.634, 2.405, -2.528)  -0.36
H (3.713, -1.732, -2.367)  0.18
H (0.362, 0.703, 2.276)  -0.09
H (4.537, 4.044, 1.442)  0.08
C (2.832, 3.371, -5.807)  -0.57
H (5.351, 1.697, 0.699)  0.25
C (-3.710, -4.920, 0.907)  0.69
H (7.539, -0.048, 1.316)  0.36
C (4.149, 5.133, 1.233)  -0.20
O (-5.356, -3.586, 5.097)  -0.33
O (7.635, -4.760, -3.313)  -0.53
C (-3.103, 3.090, -2.839)  -0.04
H (10.459, -3.400, -1.010)  0.29
H (-0.123, 2.707, -6.363)  0.38
O (-10.161, 1.097, -4.396)  -0.54

Summary:
Lowest unoccupied orbital energy ... -1.87 eV
E_tot ... -132783.18801 eV
SMILES ... C=CC(=O)OCCCCCCC1=CC(=O)C=C(C[C@H](C)OCc2ccccc2)C1=O.O=C1OC[C@@H](F)O1.O=C1OC[C@@H](F)O1.O=C1OC[C@@H](F)O1.O=C1OC[C@@H](F)O1.O=C1OC[C@@H](F)O1.O=C1OC[C@@H](F)O1.O=C1OC[C@@H](F)O1.O=C1OC[C@@H](F)O1
Frontier orbital gap ... 0.2445 hartree

A structure of composition C49H54FN6O5P2Sc in a non-equilibrium geometry. Source: the OMol25 dataset; level of theory: ωB97M-V/def2-TZVPD.

Last column: Mulliken charge in e.
Positions of all 118 atoms, in Å:
C (1.842, 1.460, 4.035)  0.47
C (1.549, 1.996, 2.783)  0.11
C (-2.936, -1.554, 2.833)  -0.74
H (3.730, -0.531, -4.677)  0.38
H (7.895, 1.686, 5.611)  0.30
N (-5.219, 1.061, 1.663)  -0.08
C (-3.064, -2.556, -6.505)  -0.62
C (1.688, 1.292, 1.463)  0.23
C (0.595, 3.273, -2.703)  0.28
C (1.866, -2.069, 7.545)  -0.60
C (-1.746, -2.135, 2.325)  -1.09
H (3.103, 1.272, -1.630)  0.46
C (1.874, -0.870, 5.490)  0.65
H (2.128, -0.964, -2.356)  -0.17
N (-1.479, -1.893, -4.845)  0.49
H (3.701, 1.127, 6.611)  0.23
H (0.283, -4.643, -2.594)  0.52
C (1.507, -2.592, -5.094)  -0.44
H (-5.903, 2.585, 2.893)  0.35
H (-0.989, 4.817, -4.278)  0.57
C (-3.606, 3.666, -2.466)  -0.81
H (2.432, -2.551, 8.299)  0.43
H (-0.010, -0.003, 4.950)  0.81
C (-1.109, -1.563, 1.250)  -0.81
F (0.995, -1.182, -0.573)  -0.60
C (0.909, 4.060, 3.883)  -0.62
N (-1.613, -0.484, 0.604)  1.45
H (3.660, -1.674, 6.363)  0.45
P (2.715, -0.171, 4.036)  -0.07
H (-2.955, -5.321, -1.479)  0.35
C (-4.714, 0.262, 2.652)  0.23
H (-3.186, -3.432, -2.874)  0.36
H (-0.768, -5.863, -0.895)  0.36
H (-3.869, -0.475, -6.293)  0.33
H (-3.377, 1.989, -1.119)  0.45
H (0.696, 5.121, 3.803)  0.39
C (4.379, 0.344, 4.676)  0.16
H (-1.415, -3.107, 2.706)  0.54
H (-0.940, -0.175, -5.942)  0.28
H (-3.305, 5.345, -3.876)  0.45
H (-4.698, 3.645, -2.292)  0.40
C (0.978, 3.480, 5.124)  -1.14
O (-5.908, 3.019, 0.791)  -0.49
C (5.495, 0.313, 3.735)  -0.80
C (2.591, -1.516, 6.453)  -0.59
P (-0.645, -1.837, -3.463)  -1.46
H (-2.659, -0.640, -7.564)  0.31
H (-2.817, -2.974, -7.496)  0.31
H (5.950, 1.806, 7.237)  0.41
H (-0.742, -4.457, 0.256)  0.17
C (3.327, -1.318, -4.019)  -0.79
C (0.477, -0.658, 5.609)  -0.66
O (-0.832, -0.523, -2.676)  -0.56
C (1.479, 2.157, 5.189)  0.64
H (5.288, 0.043, 2.744)  0.55
C (2.723, 4.293, -3.146)  -0.93
H (0.694, -3.432, -1.354)  0.10
C (0.509, -1.864, 7.725)  -0.71
C (-2.687, 0.138, 1.142)  -1.58
C (-1.851, -0.613, -5.491)  -0.27
C (-6.092, 2.112, 1.925)  -0.49
C (-2.479, -3.255, -2.028)  -0.25
C (-0.197, -1.165, 6.696)  -0.64
C (1.184, 2.174, -2.118)  0.16
C (4.529, 0.911, 5.901)  0.30
C (-2.431, -4.450, -1.056)  -0.78
H (3.586, -2.679, -5.811)  0.39
C (-2.107, -3.096, -5.465)  -0.47
C (-0.942, -4.798, -0.752)  -0.61
O (-5.140, 0.213, 3.783)  -0.65
H (0.646, 3.989, 6.004)  0.46
C (5.847, 1.298, 6.316)  -0.93
C (3.312, 3.204, -2.500)  -0.86
H (4.149, -1.460, -3.301)  0.35
H (1.010, -3.625, -5.065)  0.24
H (0.820, 5.122, -3.723)  0.27
C (1.119, 3.337, 2.694)  -0.98
H (-2.542, -3.670, -4.690)  0.32
C (-0.149, -4.014, -1.825)  -0.42
H (-1.249, -0.829, 6.897)  0.35
C (-3.497, -0.491, 2.101)  0.65
H (3.322, 5.105, -3.563)  0.37
H (-2.201, 0.107, -4.714)  -0.03
H (-3.482, -1.964, 3.666)  0.56
H (-2.911, 1.109, 0.878)  1.18
H (3.232, -3.545, -4.399)  0.29
H (4.417, 3.128, -2.344)  0.36
H (0.885, 3.744, 1.741)  0.66
H (-7.089, 1.692, 1.972)  0.36
H (-4.058, -2.930, -6.224)  0.29
C (2.565, 2.153, -2.026)  0.54
C (6.724, 0.742, 4.140)  -0.36
C (1.383, 4.322, -3.261)  -0.70
C (-2.841, 2.712, -1.723)  -0.32
N (-1.527, 2.550, -1.831)  0.67
C (-1.511, 4.252, -3.556)  -1.07
C (-2.874, 4.536, -3.340)  -0.70
N (0.937, -1.827, -3.915)  0.71
O (2.811, 0.893, 1.146)  -0.58
H (1.634, 1.760, 6.211)  0.32
H (1.681, 0.192, -3.630)  -0.07
C (-0.853, 3.374, -2.713)  0.64
C (1.962, -0.879, -3.414)  0.44
H (-2.857, -2.300, -1.632)  0.02
H (-3.018, -4.263, -0.153)  0.31
H (-6.622, 3.694, 0.755)  0.28
C (3.036, -2.578, -4.879)  -0.81
H (-0.157, -1.943, 0.963)  0.88
C (6.896, 1.243, 5.437)  -0.34
C (-2.930, -0.985, -6.534)  -0.68
Sc (-0.085, 0.391, -0.904)  0.11
H (0.014, -2.312, 8.558)  0.40
O (0.594, 1.273, 0.828)  -0.22
H (1.120, -2.091, -6.026)  0.29
H (-1.307, -3.673, -5.969)  0.19
H (7.562, 0.838, 3.412)  0.32
N (-1.098, -3.098, -2.491)  0.62
H (-4.746, 1.135, 0.769)  0.25

Summary:
Lowest unoccupied orbital energy ... -0.22 eV
E_tot ... -112867.72111 eV
Frontier orbital gap ... 0.2607 hartree

A structure of composition C49H58AsGeN3O7STl in a non-equilibrium geometry. Source: the OMol25 dataset; level of theory: ωB97M-V/def2-TZVPD.

Last column: Mulliken spin population.
Positions of all 121 atoms, in Å:
H (-1.076, -1.829, -3.566)  0.00
H (-7.968, 1.703, -1.458)  0.00
C (2.936, 3.495, -2.565)  0.00
C (4.096, 7.101, -2.455)  0.00
O (3.638, 0.002, -1.393)  0.00
N (0.157, -3.019, 3.236)  -0.01
H (5.421, -0.825, 1.227)  0.00
C (5.600, -3.123, 3.744)  0.00
C (5.624, 5.734, -0.516)  0.00
C (4.503, -2.795, 1.219)  -0.01
S (0.300, -0.449, 3.937)  0.05
C (5.196, 7.658, -1.866)  0.00
C (4.311, -4.042, 1.937)  0.00
H (-4.683, -0.555, -1.516)  0.00
O (-0.392, -2.593, 2.150)  0.02
C (-4.334, 1.375, 2.851)  0.00
H (6.199, 5.175, 0.255)  0.00
C (-6.507, 0.934, 4.112)  0.00
C (5.357, -1.797, 1.741)  0.00
H (0.446, -0.155, -2.506)  0.00
H (-6.769, -3.685, -0.721)  0.00
H (-3.713, 0.946, 2.065)  0.00
C (2.129, 2.545, -3.162)  0.01
C (0.674, -1.222, -2.356)  0.00
C (0.907, -3.831, -1.551)  0.00
C (-0.169, -3.509, -2.396)  0.00
C (0.219, -4.352, 3.419)  0.00
H (-8.813, 0.409, -0.397)  0.00
H (-4.858, 2.283, 2.535)  0.00
C (5.867, 7.042, -0.816)  0.00
C (4.599, 5.071, -1.199)  0.00
C (8.192, 2.793, -4.431)  0.00
C (2.883, 4.853, -2.850)  0.00
N (3.637, -2.513, 0.265)  0.03
C (1.889, -2.884, -1.131)  0.01
C (-0.143, 3.809, 0.364)  0.04
H (6.506, -1.161, 3.372)  0.00
H (2.057, -1.854, 5.708)  0.00
O (-0.569, 1.044, -0.755)  0.20
H (0.903, -4.802, -0.981)  0.00
C (4.905, -4.192, 3.183)  0.00
H (-4.459, -2.991, -1.367)  0.00
H (4.818, 3.174, -4.539)  0.00
Tl (1.523, -0.539, 1.366)  0.17
C (8.344, 2.882, -2.991)  0.00
H (1.952, 6.320, -4.077)  0.00
H (2.103, 1.523, -2.822)  -0.01
H (7.464, 2.814, -1.104)  0.00
O (-5.094, -2.917, 1.278)  0.00
H (-4.966, -5.239, 2.169)  0.00
H (0.523, 2.357, -4.585)  0.00
H (0.552, 4.710, -5.369)  0.00
H (-0.320, -4.986, 2.723)  0.00
H (0.528, 4.502, 0.862)  0.00
C (6.892, 2.748, -4.925)  0.00
H (-7.471, 1.348, 0.187)  0.00
C (-5.309, 0.336, -1.140)  0.00
C (0.651, -2.093, 4.152)  -0.01
H (2.821, -0.750, -1.366)  0.00
Ge (-6.505, -1.708, 1.352)  0.00
H (-0.130, 3.912, -0.732)  0.00
H (-3.119, -3.055, -0.134)  0.00
H (-5.214, 1.208, -1.767)  0.00
C (-4.252, -5.071, 1.376)  0.00
C (-6.326, -4.482, -0.105)  0.00
H (-5.024, 0.488, -0.094)  0.00
H (-6.943, 1.711, 3.475)  0.00
H (-6.314, -1.446, -2.865)  0.00
H (-3.585, -0.916, 3.758)  0.00
O (-6.883, -1.322, -0.310)  0.00
C (-7.832, 0.882, -0.728)  0.00
C (1.769, -1.582, -1.657)  -0.01
H (-3.354, -4.498, 1.776)  0.00
H (8.957, 2.758, -5.170)  0.00
As (4.457, 3.072, -1.354)  0.00
C (2.040, 5.285, -3.919)  0.00
H (4.640, -5.058, 3.743)  0.00
H (4.385, -0.549, -1.135)  0.00
C (1.682, -3.955, 5.320)  -0.01
O (0.215, 2.482, 0.856)  0.02
C (-5.294, 0.339, 3.395)  0.00
H (5.936, -3.197, 4.832)  0.00
H (-4.416, -0.249, 5.185)  0.00
C (-3.917, -3.672, -0.625)  0.00
H (6.683, 2.626, -5.983)  0.00
H (-7.309, 0.206, 4.297)  0.00
H (1.037, -5.910, 4.626)  0.00
H (9.337, 2.774, -2.541)  0.00
H (-7.018, 0.106, -3.350)  0.00
C (1.518, -2.611, 5.140)  0.01
H (-7.018, -4.684, 0.713)  0.00
H (-0.963, -4.228, -2.494)  0.00
C (3.771, 5.770, -2.140)  0.00
C (1.284, 3.035, -4.169)  0.01
H (-6.259, 1.405, 5.086)  0.00
C (5.927, 2.899, -2.685)  0.00
C (1.232, 4.381, -4.567)  0.00
H (3.624, -4.815, 1.548)  0.00
H (2.304, -4.317, 6.136)  0.00
C (0.166, 1.367, 0.116)  0.47
H (-8.002, -1.301, -2.679)  0.00
H (6.636, 7.622, -0.266)  0.00
H (-3.508, -4.472, -1.214)  0.00
C (-0.259, -2.190, -2.870)  0.00
C (-4.959, -4.071, 0.401)  0.00
H (-3.666, 1.678, 3.672)  0.00
H (5.425, 8.681, -2.188)  0.00
C (-7.088, -0.734, -2.615)  0.00
H (-3.939, -6.011, 0.902)  0.00
H (-6.254, -5.356, -0.742)  0.00
C (0.999, -4.834, 4.426)  0.00
C (7.257, 2.866, -2.185)  0.00
H (3.456, 7.635, -3.087)  0.00
H (-5.182, -1.653, 4.370)  0.00
C (-6.778, -0.111, -1.193)  0.00
C (5.890, -1.951, 2.977)  0.00
C (5.798, 2.963, -4.042)  0.00
C (-4.558, -0.734, 4.197)  0.00
O (-5.897, -0.138, 2.094)  0.00
H (-1.149, 4.087, 0.755)  0.01
N (2.778, -3.341, -0.104)  0.00

Summary:
Total charge ... -2
Lowest unoccupied orbital energy (alpha / beta) ... 3.35 / 2.62 eV
Spin multiplicity ... 2
E_tot ... -203432.93058 eV
Frontier orbital gap (alpha / beta) ... 0.1366 / 0.1097 hartree